Record 1
{"formula": "C11H9NS2", "method": "the ωB97M-V functional and the def2-TZVPD basis", "fmax_ev_per_a": 7.73, "homo_energy_ha": -0.3044, "smiles": "C/C(C#N)=C1\\SC=C[C@@H]1c1cccs1", "gap_ev": 8.5, "total_charge": 0, "multiplicity": 1, "species": ["C", "C", "C", "N", "C", "S", "C", "C", "C", "C", "C", "C", "C", "S", "H", "H", "H", "H", "H", "H", "H", "H", "H"], "coordinates": [[0.973, 1.877, -1.741], [0.605, 1.654, -0.265], [0.271, 2.928, 0.413], [0.117, 3.910, 1.004], [0.991, 0.504, 0.333], [2.037, -0.722, -0.457], [2.176, -1.597, 1.096], [1.238, -1.250, 1.960], [0.427, -0.241, 1.388], [-0.841, -0.929, 0.634], [-0.748, -1.128, -0.719], [-2.095, -1.347, -1.039], [-3.035, -1.277, -0.060], [-2.258, -0.955, 1.444], [0.505, 1.021, -2.204], [0.555, 2.750, -2.260], [2.049, 1.716, -1.971], [3.044, -2.210, 1.297], [0.923, -1.323, 3.006], [-0.345, 0.407, 2.022], [-0.024, -1.090, -1.619], [-2.432, -1.404, -2.111], [-4.132, -1.293, -0.151]]}

Record 2
{"formula": "C3H7N5", "method": "the ωB97M-V functional and the def2-TZVPD basis", "fmax_ev_per_a": 7.38, "homo_energy_ha": -0.3390, "gap_ev": 9.2, "total_charge": 0, "multiplicity": 1, "species": ["C", "C", "C", "H", "H", "H", "H", "H", "H", "H", "N", "N", "N", "N", "N"], "coordinates": [[0.349, -0.435, 0.471], [-0.409, -0.743, -0.777], [-0.144, 0.978, 0.865], [1.757, -1.934, 0.222], [2.318, -0.049, 0.027], [-0.373, -1.113, 1.143], [-0.827, -1.355, -2.460], [-1.395, 0.825, -1.449], [-1.915, 1.715, 0.036], [1.546, 1.638, 1.702], [1.779, -0.851, 0.606], [-0.028, -1.417, -1.712], [-1.741, -0.115, -0.514], [-1.405, 0.977, 0.431], [0.487, 1.880, 1.409]]}

Record 3
{"formula": "C2H3N3O", "method": "the ωB97M-V functional and the def2-TZVPD basis", "fmax_ev_per_a": 4.09, "homo_energy_ha": [-0.3303, -0.3302], "smiles": "[O-]/[NH+]=C/C1N=N1", "gap_ev": [8.7, 8.7], "total_charge": 0, "multiplicity": 1, "species": ["O", "N", "C", "C", "N", "N", "H", "H", "H"], "coordinates": [[2.591, 0.452, -0.196], [1.462, -0.028, -0.215], [0.274, 0.462, 0.198], [-0.923, -0.321, 0.048], [-2.133, 0.295, 0.430], [-1.925, 0.193, -0.786], [1.360, -1.088, -0.428], [0.128, 1.363, 0.654], [-0.833, -1.328, 0.294]]}

Record 4
{"formula": "C2Br2F2O", "method": "the ωB97M-V functional and the def2-TZVPD basis", "fmax_ev_per_a": 6.71, "homo_energy_ha": -0.3400, "gap_ev": 8.7, "total_charge": 0, "multiplicity": 1, "species": ["C", "C", "O", "F", "F", "Br", "Br"], "coordinates": [[0.163, -0.113, -0.371], [-0.777, -0.717, 0.336], [1.537, 1.800, 0.178], [-0.901, -2.034, 0.385], [-1.959, -0.045, 0.630], [1.849, -0.767, -0.744], [0.088, 1.877, -0.413]]}

Record 5
{"formula": "C2H2N2O3", "method": "the ωB97M-V functional and the def2-TZVPD basis", "fmax_ev_per_a": 4.58, "homo_energy_ha": [-0.3460, -0.3460], "gap_ev": [8.8, 8.8], "total_charge": 0, "multiplicity": 1, "species": ["C", "C", "N", "N", "O", "O", "O", "H", "H"], "coordinates": [[-1.353, -1.208, 0.180], [2.223, 0.647, 1.023], [-0.213, -0.506, 0.282], [0.422, -0.363, 1.305], [0.130, -0.534, 2.478], [-1.761, -2.065, 0.867], [2.324, 1.563, 1.702], [-2.009, -0.671, -0.625], [3.015, 0.403, 0.270]]}

Record 6
{"formula": "C5H7NO", "method": "the ωB97M-V functional and the def2-TZVPD basis", "fmax_ev_per_a": 0.28, "homo_energy_ha": -0.2854, "smiles": "Cc1occc1N", "gap_ev": 8.8, "total_charge": 0, "multiplicity": 1, "species": ["C", "C", "O", "C", "C", "C", "N", "H", "H", "H", "H", "H", "H", "H"], "coordinates": [[-1.646, -1.118, 0.168], [-0.294, -0.516, 0.266], [0.729, -1.382, 0.553], [1.878, -0.754, 0.240], [1.641, 0.496, -0.219], [0.219, 0.666, -0.173], [-0.494, 1.803, -0.597], [-2.391, -0.360, -0.089], [-1.626, -1.846, -0.652], [-1.970, -1.647, 1.068], [2.776, -1.324, 0.407], [2.372, 1.192, -0.600], [0.107, 2.609, -0.696], [-1.240, 2.052, 0.038]]}

Record 7
{"formula": "C3H4ErO4", "method": "the ωB97M-V functional and the def2-TZVPD basis", "fmax_ev_per_a": 6.65, "homo_energy_ha": [-0.6549, -0.6560], "gap_ev": [6.2, 6.3], "s2": 6.01, "total_charge": 2, "multiplicity": 5, "species": ["O", "C", "C", "O", "C", "O", "Er", "H", "H", "H", "H", "O"], "coordinates": [[-0.899, -0.437, 0.403], [-0.449, -0.896, -0.868], [1.042, -0.567, -0.930], [1.167, 0.696, -0.362], [-0.244, 0.715, 0.817], [-0.901, 1.817, 0.666], [-1.197, 2.342, 2.985], [-1.008, -0.316, -1.615], [-0.642, -1.973, -0.925], [1.432, -0.561, -1.958], [1.614, -1.273, -0.297], [0.085, 0.454, 2.083]]}

Record 8
{"formula": "C7H8AlF9O10S3", "method": "the ωB97M-V functional and the def2-TZVPD basis", "fmax_ev_per_a": 2.65, "homo_energy_ha": -0.3750, "gap_ev": 3.5, "total_charge": 0, "multiplicity": 1, "species": ["Al", "C", "F", "F", "F", "S", "O", "O", "O", "C", "F", "F", "F", "S", "O", "O", "O", "C", "F", "F", "F", "S", "O", "O", "O", "C", "C", "C", "O", "C", "H", "H", "H", "H", "H", "H", "H", "H"], "coordinates": [[-0.358, -1.506, 2.207], [-4.088, -3.220, -1.256], [-3.978, -4.400, -0.691], [-3.143, -3.029, -2.097], [-5.262, -3.175, -1.826], [-4.059, -1.929, 0.069], [-4.127, -0.626, -0.593], [-5.190, -2.184, 0.906], [-2.812, -2.107, 0.800], [-0.408, 3.718, 1.251], [0.099, 4.094, 2.389], [-0.895, 4.718, 0.586], [0.562, 3.161, 0.532], [-1.689, 2.390, 1.499], [-2.697, 3.000, 2.339], [-2.289, 2.035, 0.214], [-0.970, 1.300, 2.126], [-0.082, -0.690, -3.181], [0.024, 0.071, -4.203], [-0.865, -1.695, -3.494], [1.055, -1.210, -2.824], [-0.866, 0.201, -1.735], [-0.554, -0.587, -0.556], [-0.157, 1.452, -1.739], [-2.287, 0.310, -2.019], [4.500, -0.038, 1.276], [3.652, 1.020, 0.556], [2.338, 0.331, 0.218], [2.197, -0.664, 1.254], [3.490, -1.199, 1.474], [4.847, 0.312, 2.245], [5.356, -0.336, 0.673], [4.111, 1.522, -0.297], [3.431, 1.856, 1.230], [2.334, -0.154, -0.768], [1.455, 0.954, 0.266], [3.695, -1.994, 0.737], [3.629, -1.703, 2.432]]}